a.
Density functional theory data (ωB97M-V with the def2-TZVPD basis set) for C27H24AsN7NdS4 as an isolated structure.

Computed properties:
LUMO level (alpha / beta) (eV): 1.67 / 1.67
Gap between HOMO and LUMO (alpha / beta) (eV): 6.23 / 6.25
Charge: -1
2S+1: 4

```
64
C27H24AsN7NdS4 (ωB97M-V with the def2-TZVPD basis set)
H 5.7355 -0.6736 1.3184
C -3.9882 -0.6259 -2.6298
N 2.5469 4.4699 1.1693
N 0.8447 2.8363 -0.2525
C -2.8133 -2.0496 1.1739
C 4.0227 -1.6691 2.3587
H -2.5557 3.5399 -1.6630
H 0.1669 4.5467 -1.2453
C 0.8794 4.1718 -0.4773
C -3.0440 2.6452 0.6933
S -0.1442 -0.3995 -4.1338
S -0.0997 2.8867 -3.6128
C 4.8845 -3.1894 3.9994
C 2.8695 -1.0350 1.6260
C -3.6214 -1.5792 -3.5756
H 2.8484 -2.8482 3.6593
C -0.5714 -3.3658 0.7494
C -2.6276 -3.2409 1.6816
H -1.0638 -2.8953 -1.8830
H -4.0516 0.3712 0.6244
H -2.8725 2.0840 1.6002
C 1.7537 -1.7911 1.2803
C 1.7289 4.9860 0.2625
S 2.3052 1.5990 -6.0661
H -3.0080 2.1599 -2.6182
N -1.8697 -1.4062 0.2989
H 0.3750 -3.8815 0.6406
H -4.0304 -1.5134 -4.5674
C 0.6069 -1.1692 0.7179
N -1.5438 -4.0270 1.3210
H 1.6980 -2.8442 1.5302
C -3.1931 2.6373 -1.6525
H 3.2570 2.7256 2.0060
As 1.2468 1.2420 -4.2494
N 6.1444 -2.9187 3.7539
H 7.3304 -1.7390 2.6970
S 2.3154 0.9468 -2.3773
H -2.3563 3.4924 0.6553
C -1.9291 -2.2912 -2.0233
H -4.2409 3.0066 -1.6597
H -3.7693 -1.5869 1.4400
H -4.7785 0.0996 -2.8433
C 1.6903 2.3263 0.6351
H 3.5430 0.8384 2.0299
H -4.8023 1.0077 -0.8498
H -4.0240 3.1122 0.8018
C 2.8000 0.3484 1.4397
N -2.9322 1.7758 -0.5207
H 1.7821 6.0628 0.1441
C 3.8425 -2.6343 3.3198
C -2.4014 -1.3938 -1.0130
H -3.3432 -3.6280 2.3949
C -3.8719 0.6461 -0.4321
C 5.3347 -1.3553 2.0906
C 1.7203 0.8660 0.8160
H 4.7006 -3.9748 4.7144
C -3.4257 -0.5066 -1.3543
Nd -0.3370 0.8135 -1.7587
C -0.5405 -1.9526 0.5177
C 6.3069 -1.9985 2.8686
H -2.1048 -3.0700 -4.0332
C -2.5334 -2.3607 -3.2769
N 0.6400 0.2008 0.4403
C 2.5685 3.1695 1.2990
```

Mulliken atomic charge list, values in e, 6 entries: H 0.40; C -0.72; N -0.67; N 0.67; C -0.18; C 0.18

=====

b.
Density functional theory data (ωB97M-V with the def2-TZVPD basis set) for C27H24AsN7NdS4 as an isolated structure.

Computed properties:
LUMO level (alpha / beta) (eV): 1.14 / 1.15
Gap between HOMO and LUMO (alpha / beta) (eV): 5.12 / 5.13
Charge: -1
2S+1: 4

```
64
C27H24AsN7NdS4 (ωB97M-V with the def2-TZVPD basis set)
C 1.7728 -1.1955 4.0276
H 2.5951 0.2435 2.7055
C 2.1828 5.3098 1.6696
H 2.4335 6.2368 2.1065
N 0.7927 -2.0149 4.2544
C -4.0534 -3.5567 -0.0461
C -3.0904 -2.4304 0.0755
C -6.1725 -4.4710 0.3931
H 4.9010 -0.2032 0.8380
C -0.0691 -1.4253 2.0813
H -4.1215 0.6200 -2.4578
N 0.9137 -0.5246 1.9035
H 0.1120 5.7108 1.5085
C -0.1704 -2.1584 3.2857
C -2.0325 -2.5602 0.9427
C 3.1996 4.3940 1.4216
S -0.8113 -2.8546 -2.6165
H -2.2633 4.0627 -3.6178
C 4.9378 0.1698 -0.1700
C 0.6153 3.7376 0.6809
H 5.9250 0.6020 -0.3017
H 5.0793 2.3223 -1.6555
C -2.1962 -0.3181 -0.6210
C 4.0298 2.1356 0.7552
C -2.1845 0.8994 -1.5561
H -0.2238 3.3664 -2.2032
H 3.2781 2.5396 -1.8394
H -1.8735 -3.4267 1.5971
H 4.7763 -0.6937 -0.8370
C -1.1426 2.7898 -2.2409
H -7.1962 -4.4678 0.7912
S 2.0467 -2.1042 -0.6884
C 2.8911 3.1185 0.8689
H -0.4449 3.5678 0.3403
Nd 1.1546 0.5058 -0.5019
H -4.1550 -1.1360 -1.1942
S 2.6209 -3.0112 -4.1396
H -5.5482 -2.5516 1.0756
H -2.7440 -4.8786 -1.1686
N 3.8629 1.1852 -0.3437
H 4.1785 1.6172 1.7147
H -4.4924 -6.6274 -1.2745
N -3.2484 2.3551 -3.1096
C -3.7171 -4.7141 -0.6816
C -1.1165 -1.4889 1.0402
N -5.8990 -5.5723 -0.2811
C -2.2078 3.1470 -3.0204
N -1.1727 -0.4555 0.2193
As 1.2161 -2.1301 -2.8435
C 4.0912 1.8044 -1.6573
C 1.5837 2.7589 0.5592
C -5.2960 -3.3998 0.5195
S 1.2449 0.1487 -3.2187
C 0.8806 4.9510 1.3387
H 4.2186 4.7270 1.5861
H 2.5427 -1.0950 4.7852
C 1.8241 -0.4378 2.8790
C -4.7040 -5.6794 -0.7704
H 4.0191 1.0065 -2.4025
N -1.0979 1.6637 -1.5265
H 4.9599 2.7427 0.5933
C -3.2745 1.2728 -2.3614
C -3.2125 -1.2603 -0.6862
H -0.9478 -2.8690 3.4753
```

Mulliken atomic charge list, values in e, 6 entries: C -0.47; H 0.20; C -0.57; H 0.43; N -0.63; C -0.30

=====

What should be chosen as the least stable of them? Choose a.

=====

a.
Density functional theory data (ωB97M-V with the def2-TZVPD basis set) for C9H10O2 as an isolated structure.

Computed properties:
LUMO level (eV): 0.61
Gap between HOMO and LUMO (eV): 9.78
2S+1: 1

```
21
C9H10O2 (ωB97M-V with the def2-TZVPD basis set)
O 0.7845 1.3684 -0.9204
H 2.2446 1.2654 0.9100
H 2.5066 -0.6844 -1.2270
O 3.3071 -0.9686 0.4540
H 1.4478 -0.7559 1.7800
H -2.7974 -1.6756 -1.3930
C -2.2279 0.5080 0.9168
C -3.0480 -0.3229 0.1498
C 2.1001 1.2781 -0.3096
H -0.4183 -0.7966 -2.1174
H -2.4924 0.7778 1.9449
C 1.6835 -1.1379 0.6082
H 2.9315 1.8649 -0.8609
C -0.3489 0.6326 -0.4408
C -0.9403 1.0941 0.7123
H 1.0221 -2.2548 0.2189
H -4.0481 -0.8025 0.6368
C -1.0262 -0.3631 -1.1799
C 2.3194 -0.1931 -0.3529
H -0.7318 2.1935 1.2603
C -2.2680 -1.0272 -0.7902
```

Mulliken atomic charge list, values in e, 6 entries: O -0.42; H 0.22; H 0.49; O -0.48; H 0.22; H 0.44

=====

b.
Density functional theory data (ωB97M-V with the def2-TZVPD basis set) for one molecule with the formula C9H10O2.

Computed properties:
SMILES string: C[C@]1(O)Cc2ccccc2O1
LUMO level (eV): 0.80
Gap between HOMO and LUMO (eV): 9.04
2S+1: 1

```
21
C9H10O2 (ωB97M-V with the def2-TZVPD basis set)
H -3.7133 -1.2333 0.1112
C 2.7074 0.0975 -0.9500
C -2.9717 0.8554 0.0075
C 0.8040 -1.1546 0.2658
H -3.7665 1.5650 -0.0497
H -1.8210 2.5576 -0.0892
C -1.7780 -1.2409 0.2693
H 1.0183 -1.6051 1.1363
H 3.1195 1.1376 -1.0115
O 2.2535 0.4297 1.2940
O 0.6529 1.3156 -0.0017
C -1.7581 1.5409 -0.0216
H 1.0241 -1.7402 -0.5309
H 3.3380 -0.6371 -0.7071
C -0.5929 -0.5808 0.3182
H 2.2335 -0.0235 -1.8662
H -1.9669 -2.3402 0.3670
C -2.9564 -0.5321 0.0426
H 3.1778 0.5755 1.2284
C -0.6065 0.8174 0.0539
C 1.6025 0.1955 0.1337
```

Mulliken atomic charge list, values in e, 6 entries: H 0.37; C -2.05; C -0.40; C -1.44; H 0.35; H 0.54

=====

What should be chosen as the least stable of them? Choose a.

=====

a.
Density functional theory data (ωB97M-V with the def2-TZVPD basis set) for an isolated ion of composition C2H7N2OS and charge +1.

Computed properties:
SMILES string: C[NH2+][C@]1(N)OS1
LUMO level (eV): -4.35
Gap between HOMO and LUMO (eV): 9.27
Charge: +1
2S+1: 1

```
13
C2H7N2OS (ωB97M-V with the def2-TZVPD basis set)
N 0.3181 1.3535 0.7994
C 0.7422 -1.3169 0.3062
N -0.0854 -0.5301 -0.7185
H 0.1951 -1.6772 1.1473
H 1.2765 1.5153 0.5042
H -0.1494 1.9245 1.4288
S -1.8738 1.6679 -1.2479
H 0.9522 -2.2182 -0.2476
H -0.8843 -1.1289 -1.1169
O -1.9375 0.7841 0.2720
H 1.5925 -0.8051 0.6218
H 0.5087 -0.3329 -1.6230
C -0.6549 0.7641 -0.1257
```

Mulliken atomic charge list, values in e, 6 entries: N -0.44; C -0.89; N -0.28; H 0.35; H 0.23; H 0.23

=====

b.
Density functional theory data (ωB97M-V with the def2-TZVPD basis set) for an isolated ion of composition C2H7N2OS and charge +1.

Computed properties:
LUMO level (eV): -4.10
Gap between HOMO and LUMO (eV): 9.87
Charge: +1
2S+1: 1

```
13
C2H7N2OS (ωB97M-V with the def2-TZVPD basis set)
N 0.1258 -1.7205 -0.0133
N -0.2295 0.5549 -0.0152
H 0.7453 -2.5096 0.0618
C -1.6731 0.4620 0.0259
H -0.8562 -1.9237 -0.1095
C 0.5970 -0.4683 -0.0076
O 2.0667 1.2937 -0.0123
H -2.0833 0.2497 -0.9635
H 0.1727 1.4818 -0.0833
H -2.0684 1.4163 0.3657
S 2.2906 -0.3053 0.0147
H 2.9094 1.7773 0.0106
H -1.9970 -0.3083 0.7261
```

Mulliken atomic charge list, values in e, 6 entries: N -0.40; N -0.13; H 0.19; C -1.03; H 0.19; C 0.79

=====

What should be chosen as the least stable of them? Choose a.

=====

a.
Density functional theory data (ωB97M-V with the def2-TZVPD basis set) for a 2-piece molecular cluster, C5H13NO3S overall.

Computed properties:
LUMO level (alpha / beta) (eV): -0.35 / -0.36
Gap between HOMO and LUMO (alpha / beta) (eV): 8.80 / 8.80
2S+1: 1

```
23
C5H13NO3S (ωB97M-V with the def2-TZVPD basis set)
H 2.0108 0.2339 0.5737
C -1.2641 0.3826 1.4690
H -0.4279 0.6957 -3.5561
C 0.1787 1.3307 -2.9085
H 0.4700 2.1924 -3.5602
H 0.7572 1.3923 0.0220
C 0.9998 0.4107 0.3586
C 0.3255 -1.5422 1.8334
H 0.7706 -2.3147 -1.4948
O 2.7277 1.6455 -2.0603
H -2.3381 0.2888 1.2082
O 0.6200 -1.3333 -1.8501
S 1.8492 0.6876 -2.6183
N 1.7300 -0.5761 -1.4986
H -0.1064 1.5580 -1.8469
H 1.2686 -1.9413 1.5406
O 2.3500 0.2259 -3.8382
H 0.3963 -1.0949 2.9207
H -0.3544 -2.3885 1.7949
H -0.8881 1.4280 1.4767
H -0.6314 -0.8899 -0.0674
C -0.1609 -0.4300 0.8365
H -1.3087 0.0097 2.5305
```

Mulliken atomic charge list, values in e, 6 entries: H 0.29; C -1.23; H 0.32; C -0.81; H 0.36; H 0.55

=====

b.
Density functional theory data (ωB97M-V with the def2-TZVPD basis set) for one molecule with the formula C5H13NO3S.

Computed properties:
SMILES string: CN(C)[C@](C)(O)S(C)(=O)=O
LUMO level (eV): 0.31
Gap between HOMO and LUMO (eV): 8.65
2S+1: 1

```
23
C5H13NO3S (ωB97M-V with the def2-TZVPD basis set)
H 0.6731 -1.0695 2.9108
C -0.2691 -0.9725 0.9141
H 0.6203 0.1786 -1.9422
H 1.9289 -1.0720 1.5422
H 0.1948 1.5663 -0.4169
H 0.9387 0.4443 2.2518
H 0.1713 1.9551 1.2896
N -0.0994 -1.0732 -0.4770
O -2.9511 1.1252 0.5245
C 1.0020 -0.2863 -1.1206
H -0.7008 -2.8735 1.0220
C -1.1012 -1.7094 -1.3558
C 0.9548 -0.5848 1.9443
H 1.7892 -0.9245 -1.2753
S -1.7135 0.6805 1.1904
H -0.5159 -2.5408 -1.8199
H -1.9122 -2.0883 -0.6482
H 1.3061 0.5504 -0.4702
O -1.7698 0.9586 2.6345
O -0.8424 -2.0701 1.5863
C -0.4461 1.8989 0.4466
H -1.5140 -0.9644 -2.1321
H -0.9889 2.8160 0.2476
```

Mulliken atomic charge list, values in e, 6 entries: H 0.39; C 0.46; H 0.50; H 0.29; H 0.16; H 0.29

=====

What should be chosen as the least stable of them? Choose a.